No. 1
{
  "formula": "C5H8O",
  "method": "ωB97M-V/def2-TZVPD",
  "species": ["C", "C", "C", "C", "O", "C", "H", "H", "H", "H", "H", "H", "H", "H"],
  "xyz": [[1.669, 0.860, -0.436], [-0.162, -0.215, 0.664], [-0.234, -1.517, 0.411], [-2.876, -0.226, -0.333], [-3.466, -0.610, 0.560], [0.130, 0.826, -0.375], [2.007, 0.131, -1.179], [2.067, 1.848, -0.669], [2.090, 0.536, 0.524], [-0.117, 0.145, 1.693], [-0.266, -2.252, 1.208], [-0.246, -1.888, -0.613], [-0.295, 1.803, -0.107], [-0.301, 0.558, -1.348]],
  "forces_ev_per_a": [[0.1, 0.1, -0.1], [0.1, -0.3, 0.0], [0.0, 0.1, 0.1], [-1.0, -0.4, 1.0], [0.6, 0.5, -1.1], [0.0, -0.1, 0.0], [0.1, 0.2, 0.1], [0.0, -0.1, -0.2], [0.0, 0.2, -0.2], [-0.1, -0.2, -0.1], [-0.1, 0.1, -0.1], [0.0, 0.0, 0.2], [0.2, -0.2, 0.1], [0.1, 0.0, 0.2]],
  "mulliken_charge": [-1.081, -0.206, -0.744, 0.160, -0.175, -0.395, 0.306, 0.329, 0.316, 0.303, 0.272, 0.277, 0.312, 0.323],
  "mol_weight_g_mol": 84.12,
  "largest_force_ha_per_bohr": 0.02906,
  "energy_ev": -7360.924,
  "de_lowest_kcal_mol": 30.69,
  "spin_multiplicity": 1
}

***

No. 2
{
  "formula": "C5H18N4",
  "method": "ωB97M-V/def2-TZVPD",
  "species": ["C", "C", "N", "N", "H", "H", "H", "H", "H", "H", "H", "H", "C", "C", "C", "N", "N", "H", "H", "H", "H", "H", "H", "H", "H", "H", "H"],
  "xyz": [[-2.241, -0.372, -0.373], [-3.550, -0.554, 0.383], [-1.396, 0.743, 0.371], [-2.373, 0.296, -1.619], [-1.654, -1.302, -0.349], [-1.707, 1.268, -0.648], [-1.727, -0.088, -2.304], [-0.388, 0.513, 0.354], [-1.693, 1.054, 1.297], [-3.404, -0.916, 1.406], [-4.093, 0.394, 0.404], [-4.167, -1.270, -0.160], [2.427, 0.744, 0.199], [1.305, -0.480, -1.579], [2.333, 1.228, 1.638], [1.370, -0.220, -0.140], [1.554, -1.415, 0.627], [0.669, -1.908, 0.659], [2.239, -2.026, 0.175], [3.419, 0.302, 0.008], [2.317, 1.586, -0.487], [2.251, -0.891, -1.967], [0.504, -1.191, -1.781], [1.075, 0.443, -2.112], [1.387, 1.746, 1.812], [2.399, 0.390, 2.330], [3.145, 1.926, 1.855]],
  "forces_ev_per_a": [[0.1, 0.2, 0.1], [0.1, 0.0, 0.0], [-0.1, -0.1, -0.1], [0.0, 0.0, 0.1], [0.0, 0.1, 0.0], [0.0, -0.1, 0.1], [0.0, 0.0, 0.1], [-0.1, 0.0, 0.0], [0.0, -0.1, -0.2], [0.0, 0.0, -0.1], [0.0, 0.0, 0.0], [0.0, 0.0, 0.0], [-0.1, -0.1, 0.0], [0.1, 0.0, 0.2], [0.0, -0.1, -0.1], [0.1, 0.0, 0.0], [0.1, 0.2, -0.2], [0.0, 0.0, 0.0], [-0.1, 0.1, 0.0], [-0.1, 0.0, 0.0], [0.0, 0.0, 0.0], [0.0, 0.0, 0.0], [0.0, 0.0, 0.0], [0.0, 0.0, 0.0], [0.0, 0.0, 0.0], [0.0, 0.0, 0.0], [0.0, 0.0, 0.0]],
  "mulliken_charge": [0.483, -1.425, -0.416, -1.002, 0.160, 0.470, 0.221, 0.202, 0.288, 0.342, 0.358, 0.357, -0.351, -1.072, -1.205, 0.168, -0.744, 0.239, 0.242, 0.376, 0.315, 0.395, 0.279, 0.357, 0.252, 0.313, 0.398],
  "mol_weight_g_mol": 134.23,
  "largest_force_ha_per_bohr": 0.00586,
  "energy_ev": -11434.230,
  "de_lowest_kcal_mol": 74.17,
  "spin_multiplicity": 1
}

***

No. 3
{
  "formula": "C25H71NO23P7S",
  "method": "ωB97M-V/def2-TZVPD",
  "species": ["C", "C", "O", "C", "C", "P", "O", "C", "C", "C", "C", "N", "C", "C", "O", "P", "S", "H", "H", "H", "H", "H", "H", "H", "H", "H", "H", "H", "H", "H", "H", "H", "H", "H", "H", "H", "H", "H", "H", "H", "H", "H", "H", "C", "O", "P", "O", "O", "C", "O", "C", "H", "H", "H", "H", "H", "H", "H", "H", "H", "C", "O", "P", "O", "O", "C", "O", "C", "H", "H", "H", "H", "H", "H", "H", "H", "H", "C", "O", "P", "O", "O", "C", "O", "C", "H", "H", "H", "H", "H", "H", "H", "H", "H", "C", "O", "P", "O", "O", "C", "O", "C", "H", "H", "H", "H", "H", "H", "H", "H", "H", "C", "O", "P", "O", "O", "C", "O", "C", "H", "H", "H", "H", "H", "H", "H", "H", "H"],
  "xyz": [[2.494, -4.853, 2.035], [3.354, -5.565, 0.867], [4.758, -5.420, 1.175], [5.537, -5.385, -0.072], [5.777, -3.843, -0.417], [7.481, -3.158, 0.170], [7.081, -3.349, 1.852], [6.731, -1.399, 0.042], [5.844, -0.945, 1.290], [4.974, 0.397, 1.000], [3.892, 0.201, -0.170], [2.600, -0.327, 0.417], [2.007, -1.362, -0.410], [0.420, -1.367, -0.710], [2.645, -2.329, -0.909], [8.235, -3.000, -1.939], [9.858, -1.855, -1.860], [2.011, -3.884, 1.645], [3.134, -4.542, 2.924], [1.638, -5.540, 2.385], [3.055, -5.057, -0.105], [3.105, -6.675, 0.805], [6.486, -5.984, 0.107], [4.970, -5.925, -0.920], [5.699, -3.696, -1.552], [4.903, -3.252, 0.030], [8.067, -4.493, 0.181], [8.776, -2.643, 0.590], [7.710, -2.865, 2.419], [6.157, -1.360, -0.958], [7.590, -0.644, -0.074], [5.075, -1.725, 1.625], [6.571, -0.668, 2.135], [5.624, 1.323, 0.864], [4.361, 0.571, 1.962], [3.640, 1.249, -0.584], [4.265, -0.399, -1.056], [1.963, 0.481, 0.445], [-0.085, -2.049, 0.046], [-0.047, -0.333, -0.641], [0.192, -1.789, -1.741], [8.699, -4.277, -2.433], [7.228, -2.432, -2.820], [4.768, -3.270, -8.712], [6.072, -2.718, -8.693], [7.027, -2.827, -7.272], [6.032, -3.688, -6.505], [6.751, -1.241, -6.915], [6.463, -0.283, -7.927], [8.137, -2.908, -5.963], [9.447, -2.425, -6.259], [4.345, -3.090, -9.704], [4.800, -4.348, -8.550], [4.135, -2.780, -7.970], [5.393, -0.278, -8.129], [7.025, -0.478, -8.843], [6.748, 0.703, -7.554], [9.421, -1.349, -6.457], [9.856, -2.950, -7.127], [10.090, -2.610, -5.398], [2.140, -0.634, 3.170], [1.000, -1.085, 3.887], [0.338, -0.129, 5.145], [1.264, 1.060, 4.924], [0.987, -1.117, 6.293], [1.260, -2.492, 6.032], [-0.493, 0.729, 6.385], [-1.710, 0.127, 6.821], [2.387, -1.389, 2.426], [1.925, 0.296, 2.648], [2.994, -0.520, 3.843], [2.251, -2.587, 5.589], [0.505, -2.939, 5.383], [1.255, -3.028, 6.984], [-1.506, -0.827, 7.318], [-2.378, -0.035, 5.971], [-2.197, 0.797, 7.530], [-2.063, 1.354, -3.388], [-2.493, 2.645, -2.973], [-2.982, 2.901, -1.349], [-2.601, 1.486, -0.929], [-4.569, 2.900, -1.797], [-4.985, 3.331, -3.091], [-3.467, 3.201, 0.272], [-3.740, 4.570, 0.580], [-1.802, 1.412, -4.448], [-1.174, 1.045, -2.838], [-2.869, 0.627, -3.272], [-4.934, 2.493, -3.785], [-4.385, 4.167, -3.452], [-6.025, 3.659, -3.022], [-4.617, 4.916, 0.026], [-2.876, 5.191, 0.330], [-3.940, 4.655, 1.647], [-5.766, 0.483, 0.253], [-7.145, 0.722, 0.013], [-8.313, -0.451, 0.456], [-7.323, -1.387, 1.137], [-8.502, -0.914, -1.116], [-8.249, -0.019, -2.195], [-9.616, -1.486, 0.894], [-10.916, -0.934, 0.694], [-5.209, 1.352, -0.102], [-5.572, 0.372, 1.321], [-5.428, -0.395, -0.301], [-7.193, -0.057, -2.458], [-8.549, 1.003, -1.954], [-8.831, -0.353, -3.058], [-11.108, -0.786, -0.373], [-11.007, 0.019, 1.221], [-11.655, -1.629, 1.093], [-7.191, 8.863, 2.401], [-7.477, 8.202, 3.621], [-6.979, 6.579, 3.854], [-6.216, 6.479, 2.540], [-8.521, 6.040, 3.628], [-9.652, 6.859, 3.915], [-6.511, 4.976, 4.265], [-6.775, 4.596, 5.615], [-7.594, 9.876, 2.469], [-6.114, 8.937, 2.242], [-7.676, 8.351, 1.567], [-9.888, 7.470, 3.045], [-9.486, 7.487, 4.792], [-10.503, 6.205, 4.118], [-7.854, 4.557, 5.795], [-6.311, 5.305, 6.305], [-6.352, 3.607, 5.788]],
  "forces_ev_per_a": [[-0.4, 0.1, -0.3], [-0.5, 0.5, 1.0], [-0.9, -0.5, -1.7], [-0.2, 0.6, -0.1], [-0.9, -1.2, -0.5], [-0.7, -0.3, 2.0], [-0.1, 0.1, 0.4], [-0.2, 1.6, -0.4], [-0.3, 1.1, -0.7], [-0.3, -0.9, 0.5], [0.9, 1.6, 0.4], [-0.6, -0.7, -3.5], [0.2, -2.2, -1.4], [0.2, 0.5, 0.6], [-1.4, 3.3, 1.8], [0.9, 0.6, -0.3], [0.4, 0.3, -0.6], [0.7, -1.4, 0.5], [-0.7, -0.7, -1.2], [1.3, 1.0, -0.4], [0.6, -0.6, 1.0], [0.2, 1.2, 0.0], [-1.0, 1.0, -0.1], [0.7, 0.7, 1.3], [0.1, -0.2, 1.4], [1.2, -0.9, -0.6], [-0.1, -0.3, -0.3], [0.0, 0.2, -0.5], [-0.3, -0.3, -0.7], [0.5, 0.1, 1.5], [-1.1, -1.0, 0.2], [1.4, 0.8, -0.4], [-1.2, -0.7, -1.0], [-0.7, -1.3, -0.2], [0.9, 0.0, -1.4], [0.4, -1.5, 0.5], [-0.5, 0.4, 1.4], [0.2, -0.8, 0.2], [0.6, 0.9, -0.8], [0.5, -1.2, 0.1], [0.7, 0.5, 1.3], [-0.9, 0.5, -0.1], [0.6, -0.8, 0.1], [-0.1, -0.7, 0.0], [3.0, 0.6, -1.0], [-7.7, 0.1, 6.4], [1.3, -0.2, -1.3], [1.5, -0.1, -1.2], [0.0, 0.4, 0.0], [1.3, -0.3, -3.5], [0.5, 0.3, 0.2], [0.3, 0.1, -0.1], [-0.2, 0.1, 0.2], [0.2, -0.2, 0.2], [0.0, 0.0, -0.2], [-0.2, 0.1, 0.1], [0.0, -0.2, 0.1], [0.1, 0.0, 0.0], [0.2, 0.0, 0.1], [-0.2, 0.0, 0.0], [0.1, 0.5, -0.2], [-3.3, -1.1, 0.9], [9.0, 3.8, 2.0], [-1.6, -0.6, -0.5], [-1.8, -0.6, -0.4], [0.2, -0.4, 0.1], [-2.1, -1.8, -2.1], [-0.2, -0.1, 0.3], [-0.4, -0.1, 0.3], [0.2, 0.0, 0.3], [-0.2, 0.3, 0.1], [-0.1, -0.1, -0.2], [0.3, 0.0, 0.0], [0.0, 0.2, 0.0], [-0.1, 0.0, 0.0], [-0.2, 0.0, 0.2], [0.1, 0.0, -0.1], [0.7, -0.2, 0.2], [0.0, 3.2, 0.1], [-2.9, -9.7, 0.8], [0.9, 1.2, 0.0], [0.5, 1.9, -0.2], [-0.4, 0.1, -0.2], [1.6, 2.9, -1.6], [-0.4, 0.4, 0.3], [0.0, 0.4, 0.1], [-0.2, -0.2, 0.0], [0.1, 0.1, 0.3], [0.1, 0.1, -0.1], [-0.1, -0.2, -0.1], [0.1, -0.1, 0.2], [0.0, 0.1, 0.1], [-0.1, 0.1, 0.2], [0.0, -0.1, -0.1], [0.6, 0.1, 0.7], [-3.2, 1.4, 0.0], [6.6, -7.3, -1.3], [-1.1, 1.4, 0.4], [-1.3, 1.4, 0.3], [0.0, 0.0, -0.4], [-0.7, 3.4, 0.3], [-0.3, -0.1, -0.2], [-0.4, 0.1, 0.0], [0.1, -0.3, -0.2], [-0.2, -0.1, 0.2], [0.0, 0.2, 0.0], [0.2, -0.1, -0.1], [0.0, -0.1, 0.2], [-0.1, 0.0, 0.0], [-0.3, -0.1, 0.0], [0.1, 0.0, 0.0], [0.7, 0.3, -0.2], [-0.1, -0.6, 3.2], [-0.8, -2.3, -9.6], [0.3, 0.6, 1.6], [0.2, 0.4, 1.9], [-0.4, 0.0, 0.0], [0.1, 2.4, 2.6], [-0.2, -0.4, 0.3], [-0.1, -0.1, 0.4], [-0.1, -0.1, -0.2], [0.2, -0.2, 0.1], [0.0, 0.2, 0.1], [-0.1, 0.0, -0.2], [0.2, -0.1, -0.1], [0.0, 0.0, 0.0], [0.0, -0.2, 0.1], [0.0, 0.1, -0.1]],
  "mulliken_charge": [-0.640, -0.139, -0.371, -0.901, 0.351, 0.051, -0.686, -0.807, -0.164, -0.672, -0.668, 0.109, 0.362, -0.919, -0.540, 0.310, -0.559, -0.109, 0.187, 0.357, 0.239, 0.313, 0.357, 0.291, 0.476, -0.641, -0.096, 0.105, 0.305, 0.098, 0.373, 0.022, 0.438, 0.427, 0.098, 0.306, 0.306, 0.290, 0.232, 0.136, 0.311, 0.095, -0.026, -0.557, -0.421, 0.958, -0.649, -0.253, -0.654, -0.137, -0.718, 0.241, 0.254, 0.283, 0.229, 0.294, 0.280, 0.277, 0.325, 0.236, -0.501, -0.387, 1.050, -0.685, -0.356, -0.630, -0.318, -0.676, 0.154, 0.370, 0.350, 0.229, 0.296, 0.305, 0.267, 0.299, 0.239, -0.418, -0.455, 0.947, -0.603, -0.225, -0.757, -0.207, -0.664, 0.274, 0.147, 0.234, 0.258, 0.335, 0.256, 0.254, 0.366, 0.185, -0.082, -0.346, 1.004, -0.665, -0.342, -0.588, -0.305, -0.663, -0.159, 0.318, 0.302, 0.200, 0.281, 0.314, 0.266, 0.294, 0.242, -0.550, -0.413, 0.957, -0.608, -0.256, -0.651, -0.190, -0.725, 0.249, 0.260, 0.275, 0.235, 0.301, 0.274, 0.286, 0.327, 0.230],
  "charge": -1,
  "mol_weight_g_mol": 1002.71,
  "largest_force_ha_per_bohr": 0.19790,
  "energy_ev": -151501.412,
  "spin_multiplicity": 1
}

***

No. 4
{
  "formula": "CBr3FO2S",
  "method": "ωB97M-V/def2-TZVPD",
  "species": ["C", "O", "O", "F", "S", "Br", "Br", "Br"],
  "xyz": [[1.337, 0.100, 0.251], [-3.455, -0.788, -0.380], [-1.195, 0.091, 0.102], [0.846, 0.244, 1.511], [-2.588, 0.328, -0.300], [3.302, 0.100, 0.265], [0.940, -1.635, -0.548], [0.813, 1.561, -0.900]],
  "forces_ev_per_a": [[0.9, -0.2, 0.1], [-0.6, -0.7, -0.1], [-3.9, 0.2, -0.3], [0.7, -0.2, -1.3], [2.8, 0.2, 0.8], [-0.2, 0.3, 0.6], [-0.2, 0.0, 0.3], [0.5, 0.4, -0.1]],
  "mulliken_charge": [0.233, -0.345, -0.258, -0.122, 0.611, -0.085, -0.006, -0.029],
  "mol_weight_g_mol": 334.79,
  "largest_force_ha_per_bohr": 0.07639,
  "energy_ev": -228810.363,
  "de_lowest_kcal_mol": 14.31,
  "spin_multiplicity": 1
}

***

No. 5
{
  "formula": "C5H13N2",
  "method": "ωB97M-V/def2-TZVPD",
  "species": ["C", "C", "C", "C", "N", "C", "N", "H", "H", "H", "H", "H", "H", "H", "H", "H", "H", "H", "H", "H"],
  "xyz": [[-0.624, -1.081, -2.657], [-0.741, -0.918, -1.143], [0.477, -1.277, -0.308], [1.301, -0.072, 0.160], [0.808, 0.369, 1.530], [-0.311, 0.998, 1.767], [-0.761, 2.026, 1.039], [-0.746, -2.151, -2.840], [0.325, -0.750, -3.075], [-1.439, -0.608, -3.201], [-1.626, -1.487, -0.829], [-1.137, 0.073, -0.860], [0.249, -1.828, 0.602], [1.158, -1.866, -0.917], [1.324, 0.825, -0.457], [2.314, -0.384, 0.395], [1.361, 0.002, 2.290], [-1.000, 0.736, 2.563], [-0.592, 2.023, 0.037], [-1.704, 2.326, 1.243]],
  "forces_ev_per_a": [[-0.1, -0.5, 0.2], [-1.6, 0.6, 0.5], [0.6, 0.7, -0.4], [0.1, 0.6, 1.3], [0.0, -0.4, -0.7], [-0.3, 1.0, -0.2], [-0.7, -1.4, -0.7], [0.3, 0.0, -0.3], [0.0, 0.1, 0.0], [0.0, 0.2, 0.1], [0.4, -0.4, 0.0], [0.6, 0.2, -0.3], [-0.1, -0.3, -0.2], [0.0, -0.3, 0.0], [0.0, -0.3, -0.4], [0.2, 0.1, -0.4], [-0.7, -0.5, 0.3], [0.8, 0.2, 0.9], [0.5, 0.5, 0.2], [0.0, 0.1, 0.1]],
  "mulliken_charge": [-1.306, -0.287, -0.449, -0.817, -0.121, 0.058, -0.339, 0.340, 0.351, 0.371, 0.339, 0.162, 0.338, 0.410, 0.406, 0.327, 0.260, 0.363, 0.291, 0.304],
  "charge": 1,
  "mol_weight_g_mol": 101.17,
  "largest_force_ha_per_bohr": 0.03484,
  "energy_ev": -8369.123,
  "de_lowest_kcal_mol": 38.91,
  "smiles": "CCCCNC=[NH2+]",
  "spin_multiplicity": 1
}

***

No. 6
{
  "formula": "C5H16N2O",
  "method": "ωB97M-V/def2-TZVPD",
  "species": ["C", "C", "N", "C", "N", "C", "C", "H", "H", "H", "H", "H", "H", "H", "H", "H", "H", "H", "H", "H", "H", "O", "H", "H"],
  "xyz": [[0.004, 1.500, -1.496], [0.462, 0.156, -1.058], [1.889, -0.224, -1.244], [0.252, -0.160, 0.495], [-1.127, 0.266, 0.809], [-2.115, -0.665, 0.339], [-1.405, 0.919, 2.095], [0.512, 1.690, -2.442], [-1.070, 1.896, -1.497], [0.284, 2.241, -0.726], [-0.289, -0.499, -1.581], [2.451, 0.603, -1.485], [1.842, -0.977, -1.945], [0.715, -1.113, 0.722], [0.955, 0.542, 1.059], [-2.236, -0.459, -0.742], [-1.850, -1.726, 0.609], [-3.129, -0.656, 0.781], [-0.451, 0.831, 2.766], [-2.180, 0.346, 2.637], [-1.769, 1.886, 1.798], [3.056, -2.178, 0.063], [2.505, -2.905, -0.210], [2.694, -1.315, 0.252]],
  "forces_ev_per_a": [[-0.2, 2.8, 1.0], [-1.4, -2.3, 2.2], [-1.6, 0.8, -1.2], [0.0, 3.8, -1.0], [0.7, -0.9, 1.0], [-0.5, -1.2, -0.2], [1.5, -2.0, 0.5], [-0.3, 0.5, -0.1], [0.9, -1.9, -0.6], [1.0, 0.0, -0.4], [1.4, -0.3, 0.2], [-0.3, -0.8, -0.4], [1.1, 0.9, 0.2], [-1.0, -1.0, 0.2], [-0.9, -0.5, -0.8], [-0.1, -0.9, 0.3], [0.2, 0.5, -0.9], [0.5, 1.0, 0.0], [-1.8, 0.9, -1.2], [0.2, 0.4, -0.1], [0.1, 0.8, 0.9], [2.4, -1.1, 0.7], [-0.8, 0.5, 0.1], [-1.0, -0.2, -0.7]],
  "mulliken_charge": [-1.437, 0.589, -0.502, -1.149, 0.412, -1.047, -0.965, 0.395, 0.288, 0.321, 0.180, 0.224, 0.251, 0.206, 0.376, 0.265, 0.298, 0.401, 0.299, 0.329, 0.274, -0.664, 0.302, 0.353],
  "mol_weight_g_mol": 120.20,
  "largest_force_ha_per_bohr": 0.07578,
  "energy_ev": -10469.730,
  "de_lowest_kcal_mol": 64.39,
  "smiles": "C[C@@H](N)CN(C)C.O",
  "spin_multiplicity": 1
}